Density functional theory data (wB97M-V/def2-TZVPD) for C30H44BeBr2N2P2 as an isolated structure in a non-equilibrium geometry.

DFT total energy   -193855.6846 eV
Orbital gap   6.09 eV
Largest force on an atom   1.74 eV Å⁻¹
Total charge   +2
2S+1   1

Last column: Löwdin charge in e.
Positions of all 81 atoms, in Å:
N -5.093899 -1.184536 3.639347  0.061
C -4.191559 -0.340765 4.137760  -0.143
C -3.703332 0.740120 3.403739  -0.025
C -4.162096 0.931050 2.079221  -0.231
C -5.140112 0.043248 1.572306  -0.009
C -5.570508 -0.999815 2.401443  -0.132
C -3.554401 1.956664 1.276445  -0.040
Be 0.782868 -0.288638 0.201382  0.193
P 2.387438 0.411702 -1.067555  0.987
C -3.654347 2.008016 -0.081922  -0.032
C -2.589343 2.530844 -0.898964  -0.222
C -2.482258 2.103261 -2.240314  -0.020
C -1.366009 2.427886 -3.005129  -0.117
C -0.357785 3.210689 -2.435727  -0.623
C -0.463465 3.705068 -1.132332  -0.119
C -1.574730 3.348853 -0.363311  -0.030
Br 1.095326 3.826103 -3.567951  0.865
H -2.895556 2.638094 1.818521  0.107
H -4.526468 1.604379 -0.592010  0.119
H -2.947681 1.403149 3.831254  0.105
H -5.530858 0.135325 0.555458  0.110
H -3.827564 -0.518793 5.156652  0.114
H -6.325482 -1.707428 2.040774  0.117
H -3.286106 1.490093 -2.653011  0.126
H -1.657701 3.711542 0.659786  0.112
H -1.262999 2.064265 -4.027918  0.117
H 0.314493 4.346161 -0.729559  0.110
P -0.152515 -2.181658 -0.278979  0.983
C 2.862618 2.089497 -0.473415  -0.374
C 3.646156 2.994781 -1.409538  -0.149
H 3.415341 1.933110 0.466254  0.094
H 1.920865 2.588096 -0.195738  0.043
H 3.960854 3.899406 -0.872739  0.095
H 4.540286 2.517267 -1.821905  0.065
H 3.009186 3.336210 -2.238480  -0.040
C 1.846121 0.510240 -2.812617  -0.391
C 2.934815 0.571978 -3.879091  -0.121
H 1.207995 1.403750 -2.887432  -0.005
H 1.180562 -0.348575 -2.996035  0.055
H 2.478311 0.791838 -4.852719  0.091
H 3.669777 1.362225 -3.684454  0.067
H 3.460628 -0.386393 -3.968373  0.080
C 3.831935 -0.721065 -1.051187  -0.372
C 5.211850 -0.095128 -1.230352  -0.118
H 3.647203 -1.487438 -1.820383  0.089
H 3.773048 -1.244548 -0.084137  0.069
H 5.976601 -0.872772 -1.103571  0.093
H 5.345763 0.322661 -2.235466  0.073
H 5.401146 0.687364 -0.486793  0.078
C 0.596763 -3.746777 0.370299  -0.362
C 2.122387 -3.785760 0.428973  -0.128
H 0.222926 -4.548667 -0.285157  0.102
H 0.181442 -3.936181 1.367727  0.068
H 2.453861 -4.825749 0.553213  0.095
H 2.584985 -3.393361 -0.484440  0.060
H 2.516754 -3.220830 1.283463  0.069
C -0.237305 -2.534428 -2.085600  -0.378
C -1.366482 -1.850685 -2.853097  -0.124
H -0.311200 -3.628386 -2.179212  0.098
H 0.741108 -2.244763 -2.498217  0.064
H -1.323018 -2.157358 -3.905614  0.096
H -2.346843 -2.140351 -2.463320  0.070
H -1.290480 -0.757640 -2.820528  0.057
C -1.920678 -2.240233 0.244778  -0.361
C -2.240834 -2.724006 1.651412  -0.121
H -2.431654 -2.875818 -0.494893  0.092
H -2.303350 -1.214284 0.103518  0.083
H -3.317535 -2.914204 1.721739  0.084
H -1.727335 -3.657334 1.897392  0.067
H -1.995650 -1.977054 2.412914  0.065
Br 1.220300 -2.085017 5.438747  0.837
C 0.989419 -0.689304 4.162237  -0.621
C 1.058764 0.647434 4.554979  -0.035
C 0.875105 1.612328 3.560275  0.000
C 0.714004 1.234110 2.232908  -0.083
N 0.765247 -0.063827 1.860993  -0.042
C 0.800182 -1.031833 2.826576  -0.118
H 1.243461 0.907419 5.594985  0.132
H 0.881288 2.673478 3.796342  0.132
H 0.565411 1.968823 1.435415  0.106
H 0.694515 -2.067102 2.509977  0.090

Atoms 1-6, force components in eV/Å:
N -0.1319 -0.2984 0.1071
C -0.0336 0.2384 -0.4499
C -0.2155 -0.1909 -0.5744
C -1.0702 -0.7199 0.9719
C 0.3408 -0.2172 0.6381
C 0.3429 0.6231 -0.1352